C27H40NOSiTe2Tl | wB97M-V/def2-TZVPD

As for the max |F|: 0.97 eV/Å. For the total energy, the calculation gives -2180.7774 hartree. As for the spin multiplicity: 2. Its net charge is -1. As for the expectation value of S²: 0.77. For the highest occupied orbital energy (spin up / spin down), the calculation gives -4.30 / -4.71 eV. The calculation puts the energy relative to the best compared isomer or geometry (same formula, charge and spin) at 88.0 kJ/mol.

Last column: Löwdin spin population.
Geometry (Å):
Tl  0.116  -0.642  -1.605  0.031
C  4.247  -1.297  -0.462  0.011
C  2.729  -1.178  -0.397  0.033
O  2.027  -2.187  -0.696  0.041
N  2.157  -0.048  -0.059  0.453
Te  2.749  2.008  -0.291  0.205
C  3.971  3.956  -0.526  0.142
C  4.864  4.472  0.418  0.016
C  5.086  3.785  1.742  0.005
C  5.571  5.643  0.146  0.003
C  5.434  6.308  -1.062  0.004
C  6.176  7.588  -1.345  0.001
C  4.582  5.762  -2.015  0.004
C  3.861  4.600  -1.769  0.019
C  2.954  4.069  -2.853  0.003
C  2.092  2.536  1.665  0.000
C  1.199  3.613  1.780  0.001
C  0.733  4.404  0.588  0.005
C  0.722  3.972  3.037  0.000
C  1.088  3.282  4.181  0.000
C  0.579  3.687  5.539  0.000
C  1.956  2.208  4.047  0.000
C  2.472  1.826  2.814  0.000
C  3.434  0.674  2.777  0.000
H  4.514  -2.274  -0.861  0.002
H  4.684  -1.181  0.531  0.000
H  4.644  -0.509  -1.104  0.004
H  5.122  2.704  1.601  0.003
H  4.270  3.996  2.437  0.000
H  6.020  4.116  2.200  0.000
H  6.248  6.040  0.898  0.000
H  6.845  7.842  -0.523  0.000
H  5.479  8.417  -1.485  0.000
H  6.769  7.500  -2.258  0.000
H  4.481  6.261  -2.975  0.001
H  3.021  4.689  -3.748  0.000
H  1.913  4.050  -2.522  0.000
H  3.224  3.046  -3.122  0.001
H  0.282  3.733  -0.147  0.002
H  1.567  4.916  0.106  0.002
H  -0.008  5.147  0.881  0.001
H  0.033  4.807  3.114  0.000
H  -0.088  4.546  5.470  0.000
H  1.409  3.955  6.196  0.000
H  0.036  2.867  6.012  0.000
H  2.243  1.650  4.933  0.000
H  3.804  0.445  3.777  0.000
H  4.282  0.891  2.126  0.002
H  2.935  -0.205  2.372  0.000
C  -2.497  -5.376  -1.272  0.000
Si  -3.067  -4.180  0.079  0.000
C  -2.858  -5.073  1.735  0.000
C  -4.918  -3.848  -0.163  0.000
C  -2.183  -2.591  -0.001  0.001
C  -1.627  -1.496  -0.053  0.001
H  -3.081  -6.299  -1.259  0.000
H  -1.445  -5.638  -1.137  0.000
H  -2.600  -4.925  -2.261  0.000
H  -3.426  -6.006  1.758  0.000
H  -3.205  -4.447  2.560  0.000
H  -1.808  -5.313  1.917  0.000
H  -5.504  -4.770  -0.203  0.000
H  -5.086  -3.299  -1.092  0.000
H  -5.301  -3.236  0.656  0.000
C  -2.277  3.570  0.388  0.000
Te  -1.800  1.402  0.395  0.000
C  -2.906  1.258  -1.441  0.001
H  -3.360  3.701  0.406  0.000
H  -1.876  4.081  -0.488  0.000
H  -1.854  4.022  1.285  0.000
H  -2.489  1.963  -2.158  0.000
H  -3.953  1.498  -1.263  0.000
H  -2.827  0.244  -1.827  0.001

C27H40NOSiTe2Tl | wB97M-V/def2-TZVPD

As for the max |F|: 0.31 eV/Å. For the total energy, the calculation gives -2180.7877 hartree. As for the spin multiplicity: 2. Its net charge is -1. As for the expectation value of S²: 0.76. For the highest occupied orbital energy (spin up / spin down), the calculation gives -3.95 / -4.39 eV. The calculation puts the energy relative to the best compared isomer or geometry (same formula, charge and spin) at 61.1 kJ/mol.

Last column: Löwdin spin population.
Geometry (Å):
Tl  -1.389  1.505  3.135  0.060
C  -3.956  -1.074  0.564  0.016
C  -3.038  -0.327  1.517  0.028
O  -3.556  0.222  2.529  0.025
N  -1.747  -0.261  1.300  0.397
Te  -0.666  -1.038  -0.418  0.231
C  -0.011  -2.534  -1.994  0.152
C  0.231  -3.886  -1.756  0.016
C  -0.104  -4.547  -0.446  0.005
C  0.796  -4.673  -2.761  0.004
C  1.105  -4.156  -4.007  0.003
C  1.733  -5.007  -5.078  0.001
C  0.802  -2.822  -4.250  0.005
C  0.244  -2.010  -3.271  0.019
C  -0.054  -0.574  -3.617  0.002
C  0.798  -1.774  0.937  0.002
C  2.152  -1.524  0.661  0.001
C  2.633  -0.902  -0.620  0.005
C  3.113  -1.868  1.608  -0.001
C  2.777  -2.447  2.820  0.001
C  3.825  -2.782  3.847  0.000
C  1.440  -2.716  3.057  0.000
C  0.442  -2.400  2.140  0.001
C  -0.961  -2.789  2.511  0.000
H  -4.981  -0.982  0.917  0.001
H  -3.674  -2.127  0.512  0.003
H  -3.876  -0.659  -0.442  0.004
H  -0.946  -4.050  0.035  0.004
H  0.737  -4.507  0.249  0.000
H  -0.362  -5.594  -0.605  0.000
H  0.991  -5.722  -2.559  0.000
H  1.874  -6.031  -4.733  0.000
H  2.709  -4.614  -5.368  0.000
H  1.113  -5.035  -5.976  0.000
H  1.009  -2.401  -5.230  0.001
H  0.074  -0.407  -4.687  0.000
H  0.604  0.110  -3.079  0.000
H  -1.075  -0.301  -3.351  0.001
H  2.398  -1.528  -1.479  0.001
H  3.713  -0.760  -0.585  0.000
H  2.160  0.070  -0.781  0.002
H  4.157  -1.673  1.386  0.000
H  4.796  -2.381  3.562  0.000
H  3.929  -3.862  3.968  0.000
H  3.560  -2.368  4.821  0.000
H  1.151  -3.189  3.992  0.000
H  -0.942  -3.712  3.094  0.000
H  -1.586  -2.940  1.631  0.002
H  -1.435  -2.009  3.108  0.000
C  -4.506  6.453  1.252  0.000
Si  -3.112  5.721  0.223  0.000
C  -1.795  7.048  -0.009  0.000
C  -3.800  5.319  -1.481  0.000
C  -2.408  4.264  1.025  0.002
C  -1.930  3.276  1.575  0.005
H  -4.935  7.329  0.760  0.000
H  -4.147  6.753  2.236  0.000
H  -5.300  5.721  1.400  0.000
H  -2.214  7.947  -0.465  0.000
H  -0.999  6.678  -0.656  0.000
H  -1.343  7.326  0.943  0.000
H  -4.247  6.204  -1.940  0.000
H  -4.560  4.540  -1.426  0.000
H  -3.008  4.958  -2.137  0.000
C  1.730  4.138  1.187  0.000
Te  1.865  2.109  1.826  0.001
C  3.968  1.988  1.451  0.000
H  1.961  4.206  0.128  0.000
H  2.413  4.752  1.768  0.000
H  0.704  4.453  1.355  0.000
H  4.486  2.741  2.039  0.000
H  4.169  2.132  0.393  0.000
H  4.302  1.001  1.751  0.000

C27H41Br2Cl3N4O4PS | wB97M-V/def2-TZVPD

As for the max |F|: 4.16 eV/Å. For the total energy, the calculation gives -8841.1525 hartree. As for the spin multiplicity: 1. Its net charge is +1. For the highest occupied orbital energy, the calculation gives -10.93 eV.

Last column: Mulliken charge in e.
Geometry (Å):
C  3.186  -0.195  5.044  -0.722
O  2.242  -0.919  4.243  -0.371
C  1.882  -0.107  3.120  -1.194
C  1.300  -0.985  1.901  1.328
Cl  1.936  -2.664  2.336  -0.197
C  -0.289  -1.197  2.008  -1.224
S  -0.880  -1.157  3.763  -0.163
N  -1.077  -0.398  1.069  1.237
C  -2.514  -0.330  1.306  -0.734
C  -2.848  1.011  2.092  0.011
O  -3.787  0.939  2.856  -0.588
N  -2.069  2.205  1.941  0.282
C  -2.600  3.207  2.915  -0.925
C  -2.210  2.771  0.559  -0.775
C  -0.679  -0.699  -0.313  0.138
C  -1.530  -1.764  -1.056  -0.489
Br  -2.098  -3.457  -0.216  -0.038
C  -1.968  -1.570  -2.337  0.531
C  -1.677  -0.301  -3.187  -0.793
Br  -3.088  -2.924  -3.223  -0.138
C  0.861  -1.136  -0.484  -1.349
C  1.362  -1.094  -1.946  -0.833
Cl  2.100  0.331  -2.780  -0.085
C  1.325  -2.198  -2.753  0.529
C  1.847  -2.171  -4.238  -1.235
Cl  0.729  -3.790  -2.238  -0.108
N  1.769  -0.485  0.562  0.207
C  1.569  1.024  0.448  0.454
C  2.779  1.954  0.633  -0.544
C  2.798  2.835  1.819  -0.202
C  3.849  3.787  2.088  -0.910
C  4.976  3.958  1.180  0.801
C  6.118  4.985  1.430  -1.272
C  4.978  3.121  -0.022  -1.268
C  3.907  2.176  -0.272  0.334
P  3.477  -1.011  0.090  0.084
N  3.516  -2.693  -0.357  -0.418
O  4.478  -0.937  1.452  -0.493
H  2.850  0.850  5.274  0.288
H  3.317  -0.728  6.021  0.290
H  4.190  -0.193  4.541  0.267
H  2.835  0.416  2.847  0.660
H  1.157  0.708  3.419  0.496
H  -0.453  -2.277  1.708  0.474
H  -1.205  -2.470  4.044  0.227
H  -2.960  -1.210  1.846  0.391
H  -3.142  -0.234  0.371  0.458
H  -2.460  2.871  3.975  0.287
H  -2.022  4.158  2.778  0.334
H  -3.687  3.443  2.734  0.347
H  -2.150  3.882  0.633  0.478
H  -3.197  2.446  0.147  0.326
H  -1.334  2.401  -0.040  -0.071
H  -0.754  0.276  -0.880  -0.035
H  -2.205  -0.379  -4.174  0.448
H  -0.598  -0.064  -3.327  0.174
H  -2.153  0.571  -2.660  0.240
H  0.878  -2.230  -0.197  1.195
H  2.926  -1.872  -4.165  0.349
H  1.291  -1.427  -4.853  0.249
H  1.845  -3.204  -4.668  0.412
H  1.100  1.309  -0.535  0.809
H  0.784  1.367  1.182  0.001
H  1.957  2.768  2.554  0.316
H  3.816  4.399  3.021  0.341
H  6.978  4.727  0.764  0.334
H  6.430  5.036  2.498  0.348
H  5.746  6.002  1.123  0.284
H  5.811  3.243  -0.750  0.300
H  3.958  1.589  -1.212  0.226
H  3.888  -3.278  0.403  0.325
H  4.196  -2.779  -1.124  0.287
H  4.860  -1.814  1.636  0.300
C  -8.614  -2.880  -3.605  -1.043
C  -7.851  -2.421  -4.822  0.760
O  -8.310  -1.595  -5.579  -0.542
C  -6.493  -3.033  -5.060  -0.743
H  -9.570  -2.358  -3.560  0.290
H  -8.803  -3.953  -3.667  0.319
H  -8.046  -2.650  -2.701  0.288
H  -6.588  -4.114  -5.185  0.337
H  -5.833  -2.809  -4.220  0.011
H  -6.061  -2.611  -5.967  0.298

- The highest net charge belongs to which entry?
  C27H41Br2Cl3N4O4PS